14
Properties=species:S:1:pos:R:3:lowdin_charge:R:1 method="wB97M-V/def2-TZVPD" e_above_lowest_kcal_mol=117.1 orbital_gap_ev="7.57 / 7.57" charge=0
O 0.332 0.393 -1.315 -0.0179
O -0.347 -0.579 2.031 -0.0246
C -0.135 0.219 0.914 -0.1901
C -1.070 1.729 -0.626 0.1066
C 1.115 -1.634 -0.345 -0.0029
C 0.431 -0.301 -0.277 -0.4662
H -1.284 2.306 0.264 0.0243
H 2.066 -1.490 -0.864 0.0922
H -0.983 -1.269 1.814 0.0959
H 0.255 1.183 1.227 0.1211
H 1.283 -2.047 0.653 0.0780
H -0.631 2.335 -1.417 0.0435
H 0.524 -2.337 -0.946 0.0909
H -1.879 1.093 -0.964 0.0492

14
Properties=species:S:1:pos:R:3:lowdin_charge:R:1 method="wB97M-V/def2-TZVPD" e_above_lowest_kcal_mol=47.8 orbital_gap_ev=10.28 charge=0 smiles="CCOCC=O"
O -1.617 1.577 0.246 0.0405
O 0.058 -0.695 -0.745 -0.1420
C -1.904 0.412 0.091 -0.2230
C 0.874 0.306 -0.119 -0.2619
C 1.808 -0.355 0.895 -0.0702
C -1.312 -0.375 -1.057 -0.1553
H 1.445 0.885 -0.862 0.1236
H -2.482 -0.125 0.868 0.1303
H 1.263 -1.089 1.499 0.0762
H 0.221 1.038 0.370 0.0832
H 2.649 -0.874 0.425 0.0711
H 2.224 0.398 1.575 0.0757
H -1.370 0.217 -1.979 0.1275
H -1.856 -1.320 -1.205 0.1241

14
Properties=species:S:1:pos:R:3:lowdin_charge:R:1 method="wB97M-V/def2-TZVPD" e_above_lowest_kcal_mol=125.6 orbital_gap_ev=8.95 charge=0
O 1.122 0.777 -0.618 -0.0923
O 0.801 -1.924 -0.541 -0.0315
C 0.770 1.795 0.319 -0.1012
C -0.264 0.933 -0.254 -0.2946
C -0.964 -1.469 -0.319 -0.0253
C -0.847 -0.227 0.521 -0.2615
H 0.354 -1.932 -1.415 0.0793
H 1.101 1.615 1.341 0.1167
H -0.869 1.317 -1.075 0.1463
H -0.295 -0.344 1.470 0.1176
H -1.888 0.016 0.782 0.1254
H -1.189 -2.316 0.345 0.0344
H 0.909 2.811 -0.047 0.1129
H 1.258 -1.053 -0.507 0.0738

14
Properties=species:S:1:pos:R:3:lowdin_charge:R:1 method="wB97M-V/def2-TZVPD" e_above_lowest_kcal_mol=99.7 orbital_gap_ev=10.55 charge=0 smiles="CO[C@@H](C)C=O"
O -1.243 2.023 0.311 0.0613
O 0.848 -0.762 -0.203 -0.1279
C -0.429 1.156 0.512 -0.2337
C 2.001 0.073 -0.264 -0.0973
C -0.427 -0.170 -0.240 -0.4501
C -1.504 -1.081 0.217 -0.0563
H -1.241 -1.699 1.123 0.1070
H 1.809 0.967 -0.867 0.0979
H 2.791 -0.513 -0.738 0.0899
H 0.388 1.295 1.242 0.1286
H -2.221 -0.143 -0.180 0.1481
H -1.193 0.218 -1.128 0.1811
H 2.358 0.384 0.731 0.0876
H -1.935 -1.748 -0.516 0.0638